[1]
Molecular formula: C54H60N5O3PbSe
Method: DFT, the ωB97M-V functional and the def2-TZVPD basis

Last column: Löwdin charge in e.
CARTESIAN COORDINATES (ANGSTROEM)
Pb1 1.0234 0.0654 -1.3184  1.50
Se1 0.4708 2.7191 0.5761  1.06
O1 -0.3928 1.7729 -2.1882  -0.33
O2 2.1028 -0.2616 -3.6410  -0.16
O3 0.9583 -0.2776 1.1635  -0.31
N1 3.2111 -1.8033 -0.6320  0.10
N2 0.2549 -1.9808 -2.9315  -0.03
N3 1.0552 -2.3115 -3.9765  0.04
N4 -1.3198 -1.2303 -0.8584  0.07
N5 3.8862 0.7586 -1.3174  0.09
C1 -3.9242 2.2789 -4.0522  -0.05
C2 3.9839 -0.8258 -5.5772  -0.03
C3 -4.5384 3.3662 2.4997  -0.07
C4 0.0307 0.4007 4.5992  0.01
C5 -0.0913 2.4212 3.3682  -0.11
C6 4.9089 -1.1046 -6.5726  -0.10
C7 5.5238 2.4227 -1.8150  -0.05
C8 -3.6850 2.5437 0.2620  -0.19
C9 7.2422 -0.7439 -0.8544  -0.03
C10 -2.3879 2.7524 0.7021  -0.08
C11 -2.5353 -3.2729 -0.9934  -0.03
C12 2.9323 -1.7017 -5.3232  -0.14
C13 -0.2343 1.7707 4.5885  -0.19
C14 -1.0168 -4.0324 -3.3873  -0.04
C15 -5.7365 1.5533 1.3094  -0.05
C16 6.2315 0.2288 -1.1577  -0.15
C17 6.5382 1.5436 -1.5479  -0.02
C18 -0.7395 1.6742 7.0742  -0.08
C19 -3.3170 -2.8937 0.0855  -0.06
C20 6.9092 -1.9944 -0.4804  -0.03
C21 0.7516 -1.8192 3.5817  -0.53
C22 -1.5395 -2.4130 -1.4529  -0.24
C23 -2.0683 -0.8755 0.1794  -0.12
C24 0.4258 -0.3233 3.4821  -0.09
C25 -3.8313 2.0468 -1.0320  -0.01
C26 -4.9183 2.8376 1.1165  -0.56
C27 4.5147 -1.4765 -0.6863  -0.14
C28 -1.9830 0.7471 -4.1522  -0.06
C29 2.8776 -3.0179 -0.2684  -0.12
C30 -1.3095 2.4695 -0.1230  -0.43
C31 -0.7048 -2.7774 -2.6228  -0.29
C32 -2.7830 1.7483 -1.8915  -0.09
C33 3.7401 -3.1394 -7.0817  -0.10
C34 4.8736 -0.1188 -1.0651  -0.14
C35 0.5728 0.3426 2.2226  -0.42
C36 4.1990 1.9794 -1.6801  -0.11
C37 0.5395 -2.3667 4.9945  -0.08
C38 -2.0409 3.1830 5.6015  -0.06
C39 -3.0878 -1.6695 0.6848  -0.05
C40 -0.1484 -2.6366 2.6405  -0.05
C41 1.9634 -1.3621 -4.2193  -0.49
C42 3.8175 -4.0055 0.0630  -0.04
C43 2.8178 -2.8617 -6.0830  -0.04
C44 5.5343 -2.3942 -0.3850  -0.15
C45 -1.4453 1.9881 -1.4484  -0.45
C46 -5.7922 3.8909 0.4215  -0.05
C47 0.2825 1.7414 2.2205  -0.42
C48 -0.6576 2.5581 5.8291  -0.56
C49 5.1470 -3.6898 -0.0008  -0.02
C50 2.2274 -2.0431 3.2096  -0.05
C51 4.7887 -2.2634 -7.3290  -0.11
C52 -3.1612 1.1906 -3.2784  -0.52
C53 -4.0770 -0.0348 -3.1144  -0.04
C54 0.3569 3.6768 6.1065  -0.06
H1 7.6765 -2.7233 -0.2466  0.11
H2 -0.4214 -4.0453 -4.2944  0.05
H3 -2.1871 3.1230 1.6982  0.08
H4 -2.7886 2.4017 5.4475  0.08
H5 0.2273 1.2244 7.3095  0.08
H6 0.4323 4.3585 5.2585  0.07
H7 -3.9174 2.6511 3.0424  0.07
H8 -0.4976 -2.2489 5.3180  0.08
H9 2.8771 -1.5385 3.9297  0.09
H10 -1.1960 -2.5420 2.9391  0.08
H11 0.1259 -3.6963 2.6876  0.08
H12 -5.0073 0.2053 -2.5983  0.07
H13 8.2822 -0.4480 -0.9286  0.11
H14 -3.2883 3.1553 -4.1928  0.09
H15 -0.2698 3.4884 3.2861  0.09
H16 4.0499 0.0715 -4.9758  0.11
H17 0.0628 4.2574 6.9862  0.08
H18 -4.0967 -3.5512 0.4505  0.10
H19 2.4288 -1.6449 2.2166  0.06
H20 -0.0463 -2.2873 1.6154  0.06
H21 2.4675 -3.1122 3.2201  0.08
H22 3.4850 -4.9907 0.3606  0.10
H23 -4.3339 -0.4381 -4.0985  0.08
H24 -1.0496 2.2762 7.9322  0.08
H25 -2.3834 0.3786 -5.1034  0.08
H26 1.3477 3.2540 6.2839  0.09
H27 -5.2320 4.8184 0.2872  0.09
H28 5.5093 -2.4838 -8.1074  0.09
H29 -0.0695 -0.1289 5.5360  0.08
H30 0.7749 -3.4342 5.0009  0.08
H31 -6.6834 4.1062 1.0188  0.08
H32 5.7239 -0.4160 -6.7606  0.09
H33 -5.4414 3.5490 3.0875  0.08
H34 -1.4689 0.8721 6.9445  0.08
H35 3.3690 2.6512 -1.8754  0.12
H36 1.1888 -1.8771 5.7239  0.08
H37 5.9077 -4.4221 0.2446  0.11
H38 -4.8245 2.5969 -3.5225  0.07
H39 -6.0305 1.1181 0.3531  0.08
H40 1.9979 -3.5345 -5.8757  0.10
H41 -2.0489 3.8283 4.7219  0.07
H42 -1.8486 0.0874 0.6279  0.11
H43 -1.2957 1.5647 -4.3506  0.08
H44 -4.2196 1.9057 -5.0375  0.08
H45 3.6415 -4.0430 -7.6714  0.09
H46 -3.5686 -0.8170 -2.5477  0.07
H47 -4.8407 1.8818 -1.3939  0.10
H48 7.5763 1.8441 -1.6337  0.11
H49 -1.4103 -0.0539 -3.6872  0.06
H50 1.8139 -3.2329 -0.2263  0.11
H51 -3.6705 -1.3296 1.5292  0.10
H52 -6.6425 1.7570 1.8881  0.08
H53 -5.1449 0.8095 1.8473  0.08
H54 -2.0773 -4.0782 -3.6441  0.08
H55 -2.6967 -4.2252 -1.4771  0.10
H56 5.7248 3.4408 -2.1194  0.10
H57 -3.9859 4.3057 2.4276  0.09
H58 -0.7750 -4.9227 -2.7989  0.08
H59 -6.1174 3.5520 -0.5634  0.07
H60 -2.3415 3.7817 6.4672  0.08

Computed properties:
DFT total energy   -141164.2594 eV
HOMO level   -4.15 eV
Net charge   -1
Orbital gap   6.213 eV


[2]
Molecular formula: C54H60N6O3STl
Method: DFT, the ωB97M-V functional and the def2-TZVPD basis

Last column: Löwdin charge in e.
CARTESIAN COORDINATES (ANGSTROEM)
Tl1 0.7306 -0.3212 0.2886  1.09
S1 -7.8845 1.0770 -0.8583  0.40
O1 -8.8435 0.7456 0.1858  -0.37
O2 -8.2093 0.5353 -2.1711  -0.38
O3 -7.4806 2.4788 -0.8693  -0.38
N1 -0.5537 1.4606 -0.1112  0.04
N2 2.5910 -1.1525 -0.7664  0.04
N3 0.9923 0.5414 3.4737  0.13
N4 -0.1986 -0.9729 -1.6988  0.05
N5 -2.8028 -1.6813 0.7051  0.13
N6 2.2499 1.2962 0.7494  0.03
C1 5.4126 2.1049 2.5488  -0.19
C2 0.2375 -1.9803 -2.4998  -0.22
C3 -3.1395 -1.3796 -3.9645  -0.19
C4 -1.9432 4.7912 0.8296  -0.18
C5 -4.7660 -1.5402 -0.7233  -0.06
C6 2.5836 -2.1932 -1.6407  -0.25
C7 -6.3888 0.2079 -0.3763  -0.28
C8 -2.5307 2.6045 -0.3820  -0.10
C9 -1.6909 3.3980 0.3413  -0.12
C10 0.7001 3.1453 1.1315  0.05
C11 4.7578 -3.7050 -3.7978  -0.09
C12 3.5150 0.9906 1.1380  -0.24
C13 1.0156 -4.3811 1.9712  -0.09
C14 -0.1505 -2.0471 2.9620  -0.23
C15 -4.0197 -1.0815 0.3608  -0.33
C16 3.8642 -2.8731 -1.5909  -0.13
C17 3.8064 -1.1226 -0.1672  -0.23
C18 4.0464 2.0780 1.9376  -0.13
C19 -1.1552 1.4064 4.2006  -0.03
C20 -1.2831 5.8482 -0.0695  -0.08
C21 0.5115 -4.3672 3.2607  -0.09
C22 -3.9540 2.8616 -0.7785  -0.18
C23 -5.9430 -0.8944 -1.0894  -0.06
C24 0.9597 -3.2270 1.1980  -0.12
C25 3.5785 5.4712 1.6338  -0.08
C26 -1.8572 -1.4937 -3.1975  -0.12
C27 -2.9958 -0.4178 -5.1529  -0.08
C28 4.2173 -0.1498 0.7474  0.06
C29 3.0717 3.0329 1.9963  -0.14
C30 1.9383 2.5169 1.2516  -0.25
C31 -1.0420 -4.7952 -3.8388  -0.09
C32 3.1458 4.3870 2.6343  -0.19
C33 5.9990 -2.5583 -0.1941  -0.19
C34 -3.0682 -0.0477 4.3041  -0.11
C35 4.6185 -2.2161 -0.6652  -0.13
C36 -1.7816 1.4014 -0.6984  -0.21
C37 -2.2843 -1.0872 3.8246  -0.05
C38 -0.3625 0.3557 3.7384  -0.27
C39 -0.4435 2.6714 0.4932  -0.22
C40 -1.4443 -0.6273 -2.1106  -0.23
C41 5.9631 -3.3889 1.0975  -0.09
C42 -2.4979 1.2056 4.4764  -0.09
C43 -4.4849 0.0179 1.0866  -0.03
C44 6.5000 2.5725 1.5691  -0.08
C45 -4.0953 3.7527 -2.0177  -0.06
C46 1.5066 -2.5572 -2.4498  0.05
C47 -5.6617 0.6515 0.7204  -0.08
C48 -2.1983 0.4267 -1.5957  0.06
C49 4.2443 -4.0758 -2.3997  -0.20
C50 0.4139 -2.0336 1.6728  -0.17
C51 -0.0856 -3.2099 3.7359  -0.04
C52 -0.7299 -3.4267 -4.4598  -0.19
C53 -0.8073 -2.3272 -3.4462  -0.13
C54 -0.9368 -0.9023 3.5181  -0.17
H1 0.6186 4.1331 1.5727  0.10
H2 -5.1479 3.8430 -2.2910  0.08
H3 -3.0203 4.9654 0.8566  0.11
H4 2.9177 5.4700 0.7645  0.07
H5 2.1721 4.6561 3.0512  0.10
H6 -3.5532 3.3258 -2.8659  0.07
H7 -1.7280 5.8307 -1.0647  0.07
H8 1.4581 -5.2807 1.5586  0.10
H9 1.6815 -3.3832 -3.1303  0.10
H10 -4.4577 1.9123 -0.9606  0.08
H11 -2.7519 0.5860 -4.7996  0.07
H12 6.5686 -1.6420 -0.0240  0.10
H13 -3.9394 -1.0318 -3.3090  0.09
H14 3.3826 -4.7405 -2.4924  0.11
H15 5.6661 1.1057 2.9100  0.11
H16 3.5498 6.4638 2.0899  0.07
H17 -0.2151 5.6504 -0.1802  0.06
H18 -2.3277 -2.1473 -0.0513  0.08
H19 -3.2011 0.5374 -1.9895  0.12
H20 -0.7042 2.3826 4.3479  0.11
H21 1.5804 -0.2607 3.6455  0.10
H22 -4.4810 3.3201 0.0604  0.12
H23 4.5946 5.2827 1.2841  0.06
H24 6.9704 -3.6511 1.4299  0.07
H25 -4.1191 -0.2074 4.5084  0.11
H26 -2.0651 -4.8155 -3.4582  0.08
H27 5.0044 -4.5986 -4.3756  0.07
H28 3.8502 4.3597 3.4687  0.10
H29 6.5229 -3.1146 -0.9737  0.10
H30 -1.4078 6.8501 0.3470  0.07
H31 5.4092 2.7622 3.4205  0.10
H32 7.4798 2.5867 2.0523  0.07
H33 5.4666 -2.8319 1.8946  0.07
H34 -1.4374 -3.2284 -5.2671  0.10
H35 -0.3736 -5.0019 -3.0004  0.07
H36 4.0058 -3.1332 -4.3453  0.07
H37 6.2839 3.5781 1.2065  0.06
H38 5.3978 -4.3094 0.9382  0.07
H39 -6.5196 -1.2133 -1.9501  0.11
H40 -2.1992 -1.0588 1.2186  0.04
H41 -3.9230 -0.3657 -5.7274  0.07
H42 5.6527 -3.0837 -3.7226  0.07
H43 -0.9341 -5.5953 -4.5756  0.07
H44 1.3415 -3.2805 0.1884  0.07
H45 -6.0087 1.5274 1.2584  0.12
H46 6.5521 1.9067 0.7055  0.07
H47 -3.1000 2.0334 4.8328  0.10
H48 0.2643 -3.4475 -4.9123  0.11
H49 -3.4365 -2.3670 -4.3242  0.11
H50 -0.5184 -3.1897 4.7305  0.12
H51 -3.8874 0.3899 1.9142  0.09
H52 -3.6998 4.7549 -1.8349  0.06
H53 -1.5700 4.9010 1.8515  0.11
H54 5.2197 -0.2563 1.1478  0.10
H55 -2.7258 -2.0601 3.6394  0.12
H56 1.3872 1.3995 3.8231  0.09
H57 -4.3946 -2.3859 -1.2977  0.11
H58 -2.1925 -0.7448 -5.8162  0.07
H59 0.5700 -5.2483 3.8894  0.10
H60 5.0150 -4.6394 -1.8692  0.10

Computed properties:
DFT total energy   -87588.0943 eV
HOMO level   -4.93 eV
Net charge   -1
Orbital gap   5.621 eV


Q: What is the DFT total energy in the first record?
A: -141164.2594 eV